(1)
C28H62HfN3O17 | the ωB97M-V functional and the def2-TZVPD basis

The geometry in XYZ format:
```
111
Properties=species:S:1:pos:R:3
Hf -32.766 3.315 -5.618
N -32.947 6.132 -6.605
O -33.859 5.241 -6.400
O -33.080 7.098 -7.285
O -31.862 5.800 -6.051
C -29.423 7.680 -6.828
N -28.330 6.850 -7.391
O -28.567 6.221 -8.404
O -27.286 6.863 -6.788
H -29.396 7.662 -5.745
H -30.384 7.333 -7.181
H -29.244 8.688 -7.197
C -36.950 6.771 -4.956
N -36.742 8.128 -4.386
O -37.541 8.985 -4.643
O -35.803 8.234 -3.612
H -36.058 6.518 -5.520
H -37.823 6.799 -5.600
H -37.178 6.091 -4.140
C -33.012 0.624 -3.342
O -32.586 2.009 -3.559
C -32.751 2.751 -2.339
C -32.394 4.202 -2.485
O -32.814 4.755 -3.759
C -33.554 5.999 -3.520
H -32.539 0.235 -2.443
H -32.740 0.001 -4.191
H -34.095 0.615 -3.216
H -32.151 2.276 -1.559
H -33.774 2.692 -1.950
H -31.321 4.372 -2.376
H -32.872 4.741 -1.670
H -33.934 6.442 -4.432
H -32.919 6.768 -3.079
H -34.392 5.749 -2.875
C -31.133 9.841 -9.363
O -30.336 9.166 -10.324
C -29.770 9.967 -11.307
C -29.723 9.253 -12.676
O -30.975 8.829 -13.099
C -31.918 9.854 -13.354
H -31.911 10.428 -9.863
H -30.471 10.553 -8.857
H -31.595 9.072 -8.754
H -28.741 10.228 -11.021
H -30.258 10.938 -11.458
H -29.142 8.339 -12.563
H -29.195 9.938 -13.349
H -32.586 9.517 -14.147
H -31.471 10.793 -13.684
H -32.520 9.982 -12.446
C -35.234 1.884 -7.581
O -34.186 2.868 -7.502
C -33.937 3.534 -8.754
C -32.506 3.224 -9.076
O -31.735 3.598 -7.931
C -30.304 3.679 -8.263
H -36.222 2.331 -7.680
H -35.259 1.248 -6.691
H -35.077 1.192 -8.411
H -34.043 4.605 -8.601
H -34.559 3.199 -9.580
H -32.249 3.727 -10.012
H -32.344 2.159 -9.272
H -29.840 4.279 -7.489
H -30.148 4.156 -9.226
H -29.921 2.659 -8.292
C -39.913 5.647 -11.168
O -39.125 5.677 -9.982
C -39.011 4.411 -9.377
C -38.195 4.531 -8.125
O -36.860 5.019 -8.286
C -36.770 6.407 -8.566
H -39.362 5.134 -11.965
H -39.999 6.684 -11.478
H -40.861 5.143 -10.982
H -38.570 3.718 -10.108
H -40.010 4.040 -9.105
H -38.127 3.566 -7.613
H -38.654 5.180 -7.368
H -35.776 6.735 -8.234
H -37.532 7.032 -8.096
H -36.772 6.611 -9.638
C -38.853 9.838 -10.217
O -37.857 9.691 -9.247
C -37.927 10.636 -8.195
C -36.622 10.573 -7.449
O -35.561 11.078 -8.209
C -34.328 10.740 -7.601
H -39.875 9.751 -9.828
H -38.735 9.085 -10.996
H -38.775 10.801 -10.741
H -38.792 10.384 -7.571
H -38.022 11.664 -8.574
H -36.502 9.532 -7.101
H -36.702 11.146 -6.511
H -34.322 9.650 -7.470
H -34.183 11.341 -6.703
H -33.555 10.893 -8.353
C -30.857 10.812 -5.375
C -30.959 11.816 -4.430
C -32.084 11.866 -3.615
C -32.986 10.805 -3.588
C -32.878 9.753 -4.497
C -31.813 9.788 -5.393
H -30.078 10.739 -6.122
H -30.261 12.642 -4.464
H -32.265 12.704 -2.954
H -33.828 10.762 -2.908
H -33.639 8.989 -4.398
H -31.757 9.009 -6.147
```

Net charge: +3
HOMO energy: -14.7 eV

Löwdin atomic charge list, values in e, 8 entries: Hf 2.27; N -0.49; O -0.15; O 0.18; O -0.04; C 0.02; N -0.44; O 0.05



(2)
C28H62N2O4 | the ωB97M-V functional and the def2-TZVPD basis

The geometry in XYZ format:
```
96
Properties=species:S:1:pos:R:3
C -3.530 20.890 6.277
C -4.352 19.630 6.709
N -5.298 19.244 5.653
C -6.735 19.446 6.072
C -7.171 20.898 5.909
C -5.103 17.820 5.264
C -3.706 17.531 4.630
H -2.857 21.152 7.094
H -4.170 21.644 5.819
H -2.879 20.489 5.500
H -3.658 18.874 7.078
H -4.930 19.944 7.579
H -7.478 18.953 5.446
H -6.891 18.997 7.052
H -8.253 20.878 6.039
H -6.674 21.508 6.664
H -6.995 21.312 4.915
H -5.875 17.568 4.538
H -5.152 17.256 6.196
H -3.510 16.544 4.212
H -2.881 17.682 5.327
H -3.533 18.268 3.846
C -9.730 17.419 -2.228
C -10.559 16.160 -2.095
N -11.761 16.246 -3.005
C -12.767 17.274 -2.678
C -13.351 17.110 -1.243
C -12.392 14.994 -3.186
C -11.598 14.200 -4.298
H -10.306 18.335 -2.098
H -9.390 17.532 -3.257
H -8.880 17.427 -1.545
H -9.924 15.294 -2.282
H -10.798 15.927 -1.057
H -13.573 17.226 -3.410
H -12.366 18.272 -2.852
H -12.529 17.345 -0.567
H -13.784 16.130 -1.041
H -14.161 17.800 -1.007
H -12.421 14.539 -2.196
H -13.427 15.158 -3.486
H -11.896 13.160 -4.428
H -11.832 14.698 -5.239
H -10.516 14.260 -4.179
C -4.466 16.838 -2.230
C -4.389 15.384 -1.870
C -2.978 15.141 -1.511
O -2.633 16.485 -1.086
C -3.690 17.433 -1.090
H -5.484 17.229 -2.247
H -4.063 17.099 -3.209
H -4.642 14.733 -2.706
H -4.997 15.116 -1.006
H -2.310 14.840 -2.318
H -2.870 14.465 -0.663
H -3.301 18.448 -1.179
H -4.166 17.408 -0.109
C -7.763 25.399 -0.628
C -6.451 24.606 -0.708
C -6.747 23.341 0.149
O -8.124 23.198 -0.024
C -8.793 24.293 -0.691
H -7.917 25.993 -1.529
H -7.830 26.002 0.278
H -5.558 25.146 -0.392
H -6.236 24.275 -1.724
H -6.492 23.584 1.181
H -6.307 22.400 -0.182
H -9.808 24.606 -0.445
H -8.862 24.015 -1.743
C -10.823 19.976 2.304
C -10.725 18.545 2.649
C -12.090 18.250 3.259
O -12.319 19.409 3.986
C -11.737 20.489 3.421
H -11.320 20.163 1.352
H -9.851 20.461 2.388
H -9.935 18.288 3.354
H -10.456 17.956 1.772
H -12.140 17.353 3.877
H -12.897 18.016 2.564
H -11.222 21.012 4.227
H -12.578 21.063 3.030
C -7.789 18.947 0.720
C -7.180 19.221 2.162
C -5.782 18.903 1.962
O -5.502 19.419 0.650
C -6.671 19.454 -0.200
H -8.749 19.458 0.655
H -8.045 17.911 0.500
H -7.594 18.553 2.917
H -7.290 20.240 2.532
H -5.675 17.823 1.865
H -5.059 19.161 2.737
H -6.499 18.901 -1.124
H -7.009 20.480 -0.342
```

Net charge: 0
Structure (SMILES): CCN(CC)CC.CCN(CC)CC.C1CCOC1.C1CCOC1.C1CCOC1.C1CCOC1
HOMO energy: -8.3 eV

Löwdin atomic charge list, values in e, 8 entries: C -0.07; C -0.26; N -0.17; C -0.25; C -0.09; C -0.24; C -0.08; H 0.07



(3)
C28H62N6O19S3 | the ωB97M-V functional and the def2-TZVPD basis

The geometry in XYZ format:
```
118
Properties=species:S:1:pos:R:3
O -4.237 2.141 6.152
S -3.921 3.054 5.115
O -4.987 3.497 4.285
O -3.059 4.275 5.676
C -1.820 4.443 4.979
C -1.467 3.049 4.518
O -2.733 2.495 4.146
H -2.057 5.045 4.095
H -1.051 4.902 5.585
H -1.051 2.392 5.283
H -0.796 3.107 3.662
O 4.728 4.652 4.302
S 3.501 4.078 3.876
O 3.027 4.371 2.572
O 3.468 2.457 4.059
C 3.297 2.179 5.442
C 2.190 3.166 5.839
O 2.362 4.308 5.003
H 3.044 1.128 5.539
H 4.200 2.420 6.015
H 2.261 3.438 6.889
H 1.232 2.696 5.629
O 0.176 2.422 -1.277
S 0.878 1.210 -0.987
O 1.444 0.451 -2.040
O 1.885 1.392 0.258
C 1.122 1.546 1.473
C -0.241 0.864 1.198
O -0.061 0.255 -0.078
H 1.710 1.228 2.327
H 0.939 2.624 1.520
H -1.026 1.622 1.164
H -0.504 0.079 1.903
C -0.893 5.384 -1.192
N -2.083 5.238 -0.377
C -2.140 4.749 0.878
C -3.507 4.811 1.501
O -1.150 4.351 1.494
H -0.787 6.392 -1.581
H -0.837 4.607 -1.952
H -0.022 5.192 -0.562
H -2.932 5.571 -0.795
H -3.807 3.931 2.059
H -4.285 4.934 0.733
H -3.764 5.653 2.149
C -3.100 1.168 -0.768
N -3.847 0.969 -2.000
C -4.411 -0.211 -2.295
C -5.096 -0.314 -3.662
O -4.445 -1.172 -1.538
H -2.545 2.101 -0.742
H -2.438 0.318 -0.632
H -3.828 1.188 0.047
H -4.011 1.725 -2.637
H -4.718 -1.160 -4.231
H -4.826 0.582 -4.231
H -6.160 -0.443 -3.499
C -1.268 -2.299 -1.545
N -1.906 -2.342 -0.236
C -1.400 -2.761 0.935
C -0.044 -3.435 0.822
O -2.034 -2.668 1.958
H -0.812 -1.331 -1.758
H -2.106 -2.398 -2.243
H -0.608 -3.138 -1.739
H -2.878 -2.056 -0.234
H 0.614 -2.633 0.472
H -0.156 -4.231 0.092
H 0.340 -3.818 1.758
C 1.744 -1.885 2.931
N 0.431 -1.842 3.527
C 0.011 -0.933 4.433
C -1.403 -1.104 4.954
O 0.705 0.042 4.747
H 2.477 -1.354 3.543
H 1.794 -1.386 1.961
H 2.106 -2.905 2.825
H -0.114 -2.685 3.455
H -1.276 -1.483 5.971
H -1.914 -1.864 4.361
H -1.949 -0.173 4.932
C -0.844 -4.121 -5.747
N -1.213 -2.720 -5.682
C -0.560 -1.901 -4.847
C -0.923 -0.437 -4.867
O 0.311 -2.302 -4.101
H 0.123 -4.239 -6.233
H -1.604 -4.669 -6.307
H -0.851 -4.608 -4.772
H -1.982 -2.413 -6.243
H -0.159 0.153 -4.377
H -1.900 -0.259 -4.406
H -1.074 -0.114 -5.902
C 3.697 -4.413 -5.231
N 3.072 -3.088 -5.266
C 3.737 -1.974 -5.653
C 2.923 -0.700 -5.584
O 4.891 -1.980 -6.032
H 3.341 -4.922 -4.336
H 4.776 -4.307 -5.239
H 3.347 -4.966 -6.106
H 2.200 -2.941 -4.777
H 2.110 -0.774 -6.311
H 3.498 0.201 -5.767
H 2.499 -0.582 -4.584
C 2.625 -3.990 -1.119
C 3.830 -4.304 -0.263
C 4.352 -2.912 0.128
O 3.277 -2.007 -0.012
C 2.453 -2.461 -1.113
H 1.714 -4.439 -0.712
H 2.707 -4.326 -2.155
H 4.645 -4.810 -0.790
H 3.636 -4.917 0.618
H 5.197 -2.619 -0.512
H 4.707 -2.903 1.162
H 2.850 -1.971 -2.011
H 1.417 -2.131 -1.061
```

Net charge: 0
Structure (SMILES): O=S1(=O)OCCO1.O=S1(=O)OCCO1.O=S1(=O)OCCO1.CNC(C)=O.CNC(C)=O.CNC(C)=O.CNC(C)=O.CNC(C)=O.CNC(C)=O.C1CCOC1
HOMO energy: -9.2 eV

Löwdin atomic charge list, values in e, 8 entries: O -0.21; S 0.61; O -0.23; O -0.19; C -0.14; C -0.18; O -0.21; H 0.12



(4)
C28H62NO9P2PdS3Si | the ωB97M-V functional and the def2-TZVPD basis

The geometry in XYZ format:
```
107
Properties=species:S:1:pos:R:3
Pd -1.771 -0.248 -0.118
C -2.219 -3.102 -3.769
C -2.659 -2.121 -2.689
C -3.937 -2.619 -2.027
C -2.902 -0.734 -3.270
O -1.640 -2.097 -1.655
Si 0.024 -1.839 -1.761
S -0.762 1.596 -1.259
O 0.702 -3.297 -2.073
C 1.844 -4.001 -1.575
C 1.574 -4.414 -0.135
C 3.091 -3.125 -1.620
C 2.007 -5.222 -2.467
O 0.207 -0.861 -3.040
C 1.137 -0.512 -4.069
C 2.377 0.115 -3.444
C 1.496 -1.741 -4.897
C 0.435 0.515 -4.949
H -2.985 -3.186 -4.540
H -2.049 -4.088 -3.334
H -1.290 -2.773 -4.234
H -4.706 -2.773 -2.784
H -4.317 -1.889 -1.310
H -3.762 -3.562 -1.509
H -3.657 -0.799 -4.055
H -1.995 -0.311 -3.688
H -3.286 -0.058 -2.497
H 1.500 -3.516 0.478
H 2.381 -5.041 0.248
H 0.636 -4.969 -0.074
H 2.914 -2.198 -1.067
H 3.367 -2.879 -2.644
H 3.932 -3.645 -1.158
H 1.127 -5.862 -2.395
H 2.887 -5.798 -2.175
H 2.120 -4.915 -3.507
H 2.873 -0.586 -2.773
H 2.096 0.996 -2.867
H 3.084 0.410 -4.221
H 1.907 -2.530 -4.273
H 2.231 -1.477 -5.659
H 0.611 -2.134 -5.398
H 0.066 1.342 -4.342
H -0.407 0.062 -5.475
H 1.128 0.911 -5.693
C 4.270 1.438 -0.613
C 3.229 1.281 0.471
C 3.500 0.110 1.392
O 1.951 1.040 -0.195
P 0.597 1.730 0.168
O 0.312 -1.234 -0.294
C 0.041 1.245 1.826
P -1.667 1.766 2.142
O -2.622 1.310 1.075
O -1.651 3.324 2.252
C -1.284 4.072 3.467
C -2.458 4.957 3.815
C -0.022 4.862 3.205
O -1.949 1.183 3.569
C -3.244 0.617 3.993
C -4.239 1.723 4.251
C -2.949 -0.223 5.213
O 0.964 3.240 0.501
C 1.192 4.208 -0.580
C -0.019 5.106 -0.700
C 2.462 4.960 -0.251
H 5.207 1.784 -0.176
H 3.947 2.162 -1.361
H 4.450 0.487 -1.114
H 3.152 2.204 1.049
H 3.507 -0.820 0.822
H 2.741 0.032 2.172
H 4.471 0.235 1.872
H 0.702 1.736 2.546
H 0.098 0.161 1.928
H -1.109 3.347 4.265
H -2.656 5.649 2.996
H -2.227 5.533 4.712
H -3.359 4.376 3.999
H -0.223 5.688 2.523
H 0.758 4.240 2.770
H 0.339 5.274 4.147
H -3.598 -0.010 3.176
H -3.910 2.360 5.073
H -5.198 1.280 4.522
H -4.395 2.332 3.360
H -2.736 0.406 6.078
H -2.091 -0.870 5.032
H -3.809 -0.853 5.441
H 1.325 3.648 -1.512
H -0.092 5.768 0.163
H -0.934 4.521 -0.770
H 0.071 5.718 -1.598
H 2.364 5.456 0.716
H 2.641 5.722 -1.009
H 3.327 4.299 -0.220
S -2.849 -1.725 1.172
C -1.610 -2.488 2.035
N -0.321 -2.388 1.815
C 0.505 -3.313 2.597
C -0.277 -3.608 3.869
S -2.019 -3.546 3.356
H 0.010 -2.012 0.862
H 1.470 -2.856 2.811
H 0.671 -4.227 2.025
H -0.116 -2.854 4.640
H -0.054 -4.592 4.272
```

Net charge: +1
HOMO energy (spin up / spin down): -11.3 / -11.3 eV

Löwdin atomic charge list, values in e, 8 entries: Pd 0.57; C -0.01; C -0.62; C -0.05; C -0.03; O -0.20; Si 0.00; S 0.55